Entry from the Open Molecules 2025 dataset: C5H9N in the gas phase (ωB97M-V/def2-TZVPD).

```
15
Properties=species:S:1:pos:R:3:forces:R:3:mulliken_charge:R:1
H 0.585809 1.866611 -1.853892 -0.1 -0.1 0.1 0.1930
H 1.683215 0.811565 0.123082 -0.2 0.0 0.0 0.3269
C -1.349984 -0.294753 -0.491740 -0.1 0.0 0.0 -0.4973
H 1.477749 -1.480149 1.216555 -0.1 0.0 -0.1 0.3790
N 0.117013 1.189768 -1.264143 -0.2 0.0 -0.3 -0.0376
C 0.599304 0.979390 0.115100 0.0 0.0 0.1 -0.6980
H -1.607746 -1.315522 -0.798562 0.0 0.2 0.0 0.3178
C -0.946764 0.545842 -1.692527 0.4 0.1 0.4 -0.5463
C -0.203303 -0.256276 0.551246 0.0 0.0 0.0 0.4778
C 0.641877 -1.528582 0.509227 0.0 -0.1 0.0 -1.5469
H 0.035772 -2.405601 0.761673 0.1 0.1 0.0 0.3862
H 1.056993 -1.685969 -0.494136 -0.1 0.0 0.1 0.3665
H -2.278219 0.146425 -0.102359 0.1 0.0 -0.1 0.2890
H 0.384131 1.866375 0.724060 0.0 -0.1 -0.1 0.2842
H -0.591816 -0.117237 1.565609 0.0 0.0 -0.2 0.3058
```
Positions in Å, forces in eV/Å.

Output
Maximum force in eV/A: 0.61
LUMO level in eV: 0.98
Orbital gap in Eh: 0.335